No. 1
Entry from the Open Molecules 2025 dataset: 9 unconnected molecules or ions with the total composition C10H38N16O9 (ωB97M-V/def2-TZVPD).

ORCA input file:
```
! wB97M-V def2-TZVPD RIJCOSX def2/J DEFGRID3
* xyz 0 1
N -2.75666 -2.26079 0.51099
H -3.01827 -2.47964 -0.47053
N 2.08097 4.18561 -0.58630
H -1.59776 1.87057 -2.52060
N 1.71489 0.15947 4.19329
N -5.42543 1.09938 1.34679
H 2.04530 -0.15398 3.29992
N -1.56892 -3.19919 2.31889
O 2.08889 1.26976 6.11807
H -0.40679 1.33400 2.26523
C 0.11743 2.82259 -3.07115
O -1.10249 -3.78945 0.28072
O 3.07076 2.25166 -0.73186
C 2.55980 0.75903 5.12015
H 1.46206 -4.38723 -1.35019
N 1.20345 -1.60665 -2.87403
H -3.39086 -1.78896 1.13102
O -0.08286 -0.26805 -0.65649
C -0.40717 1.24009 1.15705
N -1.76482 -1.85753 -3.51350
H -5.22658 2.01616 1.68374
N 3.96525 0.60995 5.02426
H -3.83463 1.05166 -1.26448
H 2.24630 4.27827 -1.58430
O -2.75073 -0.30342 -2.18751
N 1.01984 -3.53005 -1.67526
H -1.97819 -2.68586 3.04443
N 2.69780 3.03408 1.25146
C 0.24369 0.01963 0.66632
H -1.74644 -2.75592 -3.97953
H 2.26353 3.59265 1.96014
N 3.64016 -1.74245 1.78912
H -0.73058 -3.73328 2.53326
H 0.11342 2.09421 0.75830
O -5.40492 -0.43546 -0.30682
H 4.24486 -1.72606 2.59228
H 4.33270 0.80323 4.08853
H -0.84988 -1.45550 -3.38409
H 1.32883 0.15048 0.66056
C 2.67172 3.13339 -0.02961
H 0.01611 -0.86862 1.26700
H -4.38111 2.48449 -0.42913
H 0.79735 0.54492 4.29841
H -1.77354 3.60051 -2.70239
N -3.85497 -2.14258 -2.59207
H 0.41039 1.12872 -2.27719
O 0.64428 3.81075 -3.51378
H -1.05337 -0.27528 -0.69299
H 1.72850 1.72317 -3.18418
H 3.26692 2.25657 1.58963
H 0.07883 -3.34329 -1.36217
C -1.85170 -3.16649 0.99854
H -4.51314 -1.58500 -2.04763
C -2.77534 -1.42290 -2.80280
H 3.28598 0.49706 -0.62180
H 4.37526 1.31492 5.61557
N 0.73277 1.63027 -3.09077
H 3.61477 -2.54082 1.19470
N -4.53788 1.55402 -0.72349
N 3.34539 -0.40909 -0.15250
N -1.15980 2.79837 -2.54963
C 3.50142 -0.50878 1.18749
H 3.55170 -1.20281 -0.68911
H -4.19409 -2.81227 -3.24020
C -5.15536 0.71624 0.12087
H 1.03125 -1.03394 -2.07140
C 1.66031 -2.88028 -2.69171
O 3.81959 0.46680 1.88804
O 2.49886 -3.40185 -3.42988
H 1.52313 4.79526 -0.03199
H 1.76435 -1.07132 -3.51364
H -1.46607 1.29978 0.83324
H -5.99850 0.42708 1.80872
*
```

As for the structure (SMILES): NC(N)=O.NC(N)=O.NC(N)=O.NC(N)=O.NC(N)=O.NC(N)=O.NC(N)=O.NC(N)=O.CCO. For the HOMO energy, the calculation gives -9.63 eV.

---

No. 2
Entry from the Open Molecules 2025 dataset: 9 unconnected molecules or ions with the total composition C10H38O14 (ωB97M-V/def2-TZVPD).

ORCA input file:
```
! wB97M-V def2-TZVPD RIJCOSX def2/J DEFGRID3
* xyz 0 1
O 4.61710 -0.79689 -2.35672
H -4.77745 -0.55187 1.58850
H 4.37181 -0.02455 -2.89735
H -0.76604 -0.03685 -2.27300
H 3.88396 -1.34040 -2.05385
C -1.98206 1.43432 -3.11791
O 3.42944 -5.33320 0.51822
H -2.44296 -3.06118 1.19262
H -2.31713 1.26608 -0.81588
H -4.81904 -2.95163 1.73228
H 4.24216 0.88838 1.90164
H -2.50490 2.94401 0.45289
O -3.70692 -1.29663 0.01383
H -2.90409 -0.60262 1.76067
C -2.19045 3.58829 1.26879
O 4.44502 -0.29905 0.32104
H 1.63945 -4.23070 -2.08470
H 3.18950 -4.76458 1.26508
H -0.97080 2.17915 1.75473
O -0.10147 4.28925 0.15622
O -3.24877 1.28868 -1.10518
H 0.79316 0.57389 -1.62847
H 1.44781 -4.57425 0.22949
H 0.55547 4.05360 0.87325
C -3.82678 -1.06781 1.42003
H 2.16355 -2.38249 -0.69154
O -1.19507 0.20263 -3.11300
H 1.89746 -6.03270 -0.70121
O 1.40071 2.87979 2.21579
O -2.73342 -3.13336 2.10352
C -3.28511 1.12208 -2.53702
H -1.48449 2.21862 -2.55488
H -0.38860 2.53698 -0.43854
H -3.63054 -0.50154 -0.52661
C -3.95533 -2.41285 2.12988
H -4.18384 -2.22827 3.20795
H 4.79001 -1.14238 0.62931
C 2.25062 -5.06934 -0.32397
H -1.82769 5.33469 -0.03701
O -1.42762 2.85774 2.21412
H -3.10157 3.92962 1.82651
C 0.45717 -0.47125 0.28493
H 0.27791 -0.23382 1.31490
O 3.79540 1.42436 2.61348
H 2.02754 2.20377 2.39082
C 0.59488 0.75187 -0.56992
H -1.97903 1.80608 -4.16609
H -3.45689 0.04761 -2.71380
H 3.40888 -4.65517 -2.12111
H -4.14323 1.63314 -2.96393
H -0.25813 -1.19436 -0.03503
O 1.68323 -1.18837 0.16572
C 2.58247 -4.17929 -1.53403
H 4.15665 2.30229 2.44111
H 2.49329 -0.62836 0.30316
O 2.88561 -2.86544 -1.15153
H -1.05689 5.31973 1.71100
H 4.73568 -0.37462 -0.64248
O -0.54521 1.50107 -0.37546
C -1.28619 4.72614 0.78436
H 1.42297 1.40989 -0.22521
H 0.85883 2.91207 2.96960
*
```

As for the structure (SMILES): OCCO.OCCO.OCCO.OCCO.OCCO.O.O.O.O. For the HOMO energy, the calculation gives -9.86 eV.

---

No. 3
Entry from the Open Molecules 2025 dataset: 2 unconnected molecules or ions with the total composition C10H3Cl4N2O3 (ωB97M-V/def2-TZVPD).

ORCA input file:
```
! wB97M-V def2-TZVPD RIJCOSX def2/J DEFGRID3
* xyz -1 1
Cl -1.47782 2.42710 2.27894
O 1.22450 -2.54705 1.48296
C -0.75092 -1.59656 2.49699
N -1.34738 -2.41958 0.78447
Cl 3.12741 -0.43720 2.50638
C -2.49589 -3.89140 -2.43082
H -2.12698 -3.98477 2.06660
Cl 1.61269 2.27064 2.92101
C -2.08190 -3.41944 -1.08917
C -2.02011 -3.58386 1.06844
O -3.13735 -4.90132 -2.63731
C -0.69214 0.90468 2.42026
Cl -3.06121 -0.30884 1.95194
C 1.44456 -0.32150 2.32288
C -1.33795 -2.31282 -0.55999
C -1.39665 -0.25826 2.27591
H -2.15057 -3.19917 -3.24130
O -1.06032 -2.39149 3.39087
C 0.72237 -1.54549 1.98607
C 0.75547 0.85653 2.55058
N -2.49632 -4.19484 -0.04273
H -0.83126 -1.52654 -1.12200
*
```

For the HOMO energy, the calculation gives -4.79 eV.

---

No. 4
Entry from the Open Molecules 2025 dataset: a molecular structure, C10H3NO5PdS5 (ωB97M-V/def2-TZVPD).

ORCA input file:
```
! wB97M-V def2-TZVPD RIJCOSX def2/J DEFGRID3
* xyz -2 1
O 0.42715 -3.93715 -3.10652
H -1.75730 -3.36243 -1.78519
C 0.18187 -2.72577 -2.51648
S 0.82025 3.96508 6.65788
S 0.98691 1.65973 4.74043
O 2.68000 0.75725 -2.61043
S 0.65584 0.12700 2.19833
O 1.23022 1.66965 -1.14333
O -2.44894 0.16193 0.13574
Pd -0.58704 1.16935 -0.13657
O -3.46032 -1.76175 -0.46217
C -1.26785 -1.35323 -1.24121
C -0.20376 2.73813 2.68839
C -1.02539 -2.57065 -1.84788
N -0.36225 -0.38505 -1.31901
C 0.52497 3.23962 5.16375
S -0.93050 3.09800 1.12362
C -2.52143 -0.97008 -0.44157
S -0.27096 4.01250 3.87516
H 1.30638 -3.91112 -3.49576
C 1.10497 -1.68928 -2.58954
C 0.79212 -0.50137 -1.95933
C 1.67175 0.75385 -1.90647
H 2.05106 -1.77477 -3.11037
C 0.40226 1.59057 3.08853
*
```

For the HOMO energy, the calculation gives -0.71 eV.

---

Number 1: Kohn-Sham gap 9.713 eV. Number 2: Kohn-Sham gap 10.031 eV. Number 3: Kohn-Sham gap 6.249 eV. Number 4: Kohn-Sham gap 4.767 eV.